ORCA calculation (the ωB97M-V functional and the def2-TZVPD basis) on a structure of composition C24H46ClNaO28.

Computed properties:
Energy in Ha: -3670.90536
Energy relative to the best compared isomer or geometry (same formula, charge and spin) in kcal per mole: 144.2
Gap between HOMO and LUMO in eV: 5.6187
Multiplicity: 1

Last column: Löwdin charge in e.
Geometry (Å):
Na  -2.96867  -0.70041  6.33891  0.93
Cl  0.07792  -0.37516  2.06048  0.62
O  -0.36301  -0.60987  3.44359  -0.44
O  0.42927  -1.63872  1.50507  -0.36
O  -0.99408  0.28883  1.28836  -0.42
O  1.14905  0.58824  1.96619  -0.39
C  2.97437  5.90135  4.54890  -0.19
C  3.73651  5.22349  3.44099  -0.12
O  4.76371  6.14111  3.02197  0.08
C  4.49814  7.32307  3.67530  -0.48
O  5.09148  8.39493  3.59396  0.13
O  3.56614  7.12501  4.64750  0.07
H  3.04133  5.35329  5.48871  0.13
H  1.91501  5.85658  4.29625  0.13
H  3.07039  4.86222  2.65748  0.13
H  4.15440  4.27985  3.79173  0.13
C  4.85700  3.46900  -6.35229  -0.09
O  3.88506  2.56803  -5.93190  -0.02
C  2.92833  2.99126  -5.02561  -0.55
O  2.77324  4.12042  -4.63798  0.13
O  2.20861  1.92252  -4.70129  0.01
C  1.29120  1.99463  -3.63244  -0.04
H  5.72810  2.89185  -6.66241  0.09
H  5.18315  4.24853  -5.66377  0.10
H  4.50310  3.98573  -7.24440  0.09
H  1.26105  2.96370  -3.13435  0.10
H  1.39040  1.18986  -2.90402  0.09
H  0.31257  1.79936  -4.07090  0.09
C  8.64138  -0.86030  -5.35828  -0.05
O  7.70638  -0.01158  -4.68248  -0.01
C  6.80763  -0.56495  -3.85037  -0.61
O  6.62872  -1.76985  -3.87516  0.11
O  6.19439  0.35652  -3.15525  0.03
C  5.30831  -0.09646  -2.14202  -0.04
H  8.97163  -1.74443  -4.81298  0.09
H  9.56813  -0.31797  -5.54563  0.09
H  8.15475  -1.30517  -6.22626  0.10
H  4.42308  -0.57914  -2.55614  0.10
H  4.95374  0.71089  -1.50127  0.10
H  5.75418  -0.81916  -1.45865  0.09
C  -1.29131  -5.85183  -2.48619  -0.07
O  -1.68475  -6.09432  -3.78705  0.02
C  -1.59906  -7.36073  -4.14809  -0.62
O  -1.11329  -8.24155  -3.43895  0.09
O  -2.07611  -7.52423  -5.34302  0.04
C  -2.10329  -8.82508  -5.89900  -0.05
H  -0.53827  -6.50193  -2.04076  0.10
H  -2.22140  -5.93608  -1.92412  0.10
H  -0.89490  -4.83738  -2.44336  0.10
H  -2.65548  -9.51367  -5.25945  0.09
H  -1.14842  -9.32179  -6.07108  0.10
H  -2.65434  -8.88592  -6.83748  0.09
C  5.28578  -2.89329  2.72186  -0.06
O  5.24678  -1.91132  3.73340  -0.02
C  4.35552  -1.99541  4.78283  -0.54
O  3.48672  -2.86975  4.88540  0.10
O  4.59439  -0.94249  5.52476  0.02
C  3.86719  -0.75759  6.70970  -0.05
H  5.65744  -2.61471  1.73577  0.09
H  4.24290  -3.17887  2.58427  0.09
H  5.88544  -3.75563  3.01323  0.09
H  4.49926  -0.68519  7.59476  0.09
H  3.13136  -1.53939  6.89794  0.09
H  3.46336  0.24449  6.56524  0.10
C  -6.99376  6.40505  -4.57724  -0.05
O  -6.94481  5.15910  -3.90426  -0.03
C  -5.82776  4.75940  -3.21356  -0.51
O  -4.85378  5.45293  -3.08300  0.13
O  -6.08973  3.48607  -2.69536  -0.03
C  -5.18248  2.93363  -1.73154  -0.05
H  -6.54250  6.29635  -5.56346  0.09
H  -6.34153  7.09152  -4.03737  0.09
H  -7.98810  6.82061  -4.74066  0.09
H  -5.60628  1.97595  -1.42930  0.08
H  -5.13127  3.55644  -0.83846  0.10
H  -4.21366  2.58081  -2.08513  0.10
C  -7.31827  1.66905  3.23942  -0.05
O  -6.24247  2.60630  3.05490  -0.02
C  -5.28841  2.62217  4.07826  -0.49
O  -5.34732  1.92570  5.11031  0.05
O  -4.32391  3.51020  3.76135  0.00
C  -3.14886  3.76494  4.50034  -0.04
H  -7.95972  1.83206  4.10548  0.10
H  -7.07383  0.61230  3.13149  0.09
H  -7.87289  1.87694  2.32439  0.09
H  -3.30530  4.42499  5.35355  0.10
H  -2.42280  4.28134  3.87243  0.10
H  -2.59028  2.83487  4.60554  0.09
C  -4.59928  -6.90021  4.37582  -0.06
O  -5.02750  -6.09822  3.30224  0.02
C  -4.24624  -5.16965  2.77806  -0.54
O  -3.16679  -4.79319  3.24788  0.10
O  -4.82914  -4.65471  1.65073  -0.01
C  -4.46695  -3.46786  1.00992  -0.06
H  -3.84663  -7.65631  4.15232  0.10
H  -5.42669  -7.41060  4.86877  0.09
H  -4.08703  -6.42357  5.21159  0.09
H  -4.73561  -3.40963  -0.04485  0.10
H  -3.39261  -3.28400  1.01916  0.10
H  -4.87735  -2.57428  1.48024  0.09

---

ORCA calculation (the ωB97M-V functional and the def2-TZVPD basis) on a structure of composition C18H23Si.

Computed properties:
Energy in Ha: -988.89104
Charge: +1
Energy relative to the best compared isomer or geometry (same formula, charge and spin) in kcal per mole: 21.5
Gap between HOMO and LUMO in eV: 7.2807
Multiplicity: 1

Last column: Löwdin charge in e.
Geometry (Å):
C  -2.39791  2.65231  1.66638  -0.16
Si  -1.81612  0.89589  2.05439  0.68
C  -1.12705  0.51466  3.70293  -0.17
C  -2.82752  -0.39204  1.23643  -0.18
H  -0.37413  0.69204  1.23999  0.07
H  -3.23001  3.03126  2.31218  0.06
H  -1.61161  3.41089  1.74412  0.03
H  -2.74763  2.76013  0.63564  0.04
H  -1.87093  0.32054  4.48405  0.06
H  -0.47969  -0.38478  3.66737  0.06
H  -0.46139  1.30660  4.08789  0.05
H  -3.65582  -0.76900  1.85717  0.06
H  -3.28241  -0.05425  0.30537  0.04
H  -2.24568  -1.27629  0.95399  0.04
C  -0.59313  -1.13166  -1.33762  -0.01
C  -0.28371  -2.32513  -2.15590  -0.19
C  -1.29262  -3.00800  -2.93292  -0.03
C  -0.99587  -4.11075  -3.73106  -0.07
C  0.31619  -4.56897  -3.81482  -0.07
C  1.34992  -3.84296  -3.24104  -0.07
C  1.06807  -2.72129  -2.44676  -0.02
C  0.33191  -0.38048  -0.65405  -0.10
C  0.04606  0.87960  0.00212  -0.14
C  1.23450  1.66690  0.42353  -0.22
C  1.23767  2.51707  1.55776  -0.04
C  2.37894  3.23616  1.90833  -0.06
C  3.53926  3.12382  1.14905  -0.07
C  3.57263  2.31272  0.02182  -0.05
C  2.41811  1.59944  -0.34747  -0.02
H  -1.66483  -0.83934  -1.22881  0.11
H  -2.33841  -2.67756  -2.80346  0.12
H  -1.78254  -4.64907  -4.24847  0.11
H  0.57428  -5.36912  -4.49827  0.11
H  2.40333  -4.12302  -3.33592  0.11
H  1.90281  -2.21959  -1.94335  0.10
H  1.33283  -0.81367  -0.37034  0.14
H  -0.68728  1.46711  -0.53883  0.14
H  0.35905  2.48233  2.21835  0.07
H  2.35533  3.81936  2.82566  0.11
H  4.40162  3.68070  1.45748  0.11
H  4.47194  2.26790  -0.59875  0.12
H  2.47185  1.01955  -1.28416  0.12

---

ORCA calculation (the ωB97M-V functional and the def2-TZVPD basis) on a structure of composition CH3N5O2.

Computed properties:
Energy in Ha: -463.83560
Energy relative to the best compared isomer or geometry (same formula, charge and spin) in kcal per mole: 124.7
Gap between HOMO and LUMO in eV: 9.3483
Multiplicity: 1

Last column: Löwdin charge in e.
Geometry (Å):
C  0.38022  -0.34049  -0.55464  -0.61
H  -1.14640  2.28413  -0.32363  0.15
H  -1.36958  1.16653  1.48615  0.23
H  3.00046  0.18500  0.15740  -0.01
N  -1.37117  1.22733  0.15406  -0.07
N  -0.92683  -0.01474  -0.60043  -0.12
N  -1.70441  -1.02098  0.04738  0.09
N  -0.89000  -2.02249  0.09467  0.12
N  1.22817  0.55143  -0.50821  0.20
O  0.45553  -1.62764  -0.31361  0.04
O  2.34400  -0.38807  0.36088  -0.04

---

ORCA calculation (the ωB97M-V functional and the def2-TZVPD basis) on a structure of composition C30H47N3O2RuS2Se2.

Computed properties:
Energy in Ha: -7180.00373
Charge: +1
Energy relative to the best compared isomer or geometry (same formula, charge and spin) in kcal per mole: 7.4
<S²>: 0.76
Gap between HOMO and LUMO (spin up / spin down) in eV: 7.3835 / 6.9105
Multiplicity: 2

Last column: Löwdin charge in e.
Geometry (Å):
Ru  -0.12385  0.73826  -0.18162  1.02
C  0.81871  2.74620  -0.10530  -0.10
C  1.85479  1.77159  0.07341  -0.16
C  1.54918  1.05708  1.29645  -0.14
C  0.28296  1.57533  1.74721  -0.11
C  -0.11805  2.68209  0.94453  -0.27
C  -1.10709  3.76078  1.32362  -0.55
C  -2.19670  3.24505  2.26269  -0.04
C  -1.70304  4.46224  0.10187  -0.04
C  -0.25663  4.78507  2.10332  -0.02
C  2.37913  0.24122  2.29961  -0.50
C  3.56603  -0.57528  1.79075  -0.04
C  2.91770  1.32800  3.25784  -0.02
C  1.49482  -0.71945  3.10794  -0.05
C  3.07258  1.76537  -0.84926  -0.51
C  4.26200  2.37083  -0.08455  -0.02
C  3.38552  0.37227  -1.39891  -0.02
C  2.83431  2.68906  -2.05294  -0.05
H  0.77014  3.44657  -0.92120  0.11
H  -0.23035  1.25670  2.63881  0.12
H  -2.75416  2.41544  1.83478  0.02
H  -2.90463  4.04698  2.47414  0.10
H  -1.77831  2.91734  3.21596  0.09
H  -2.32238  3.79342  -0.49158  0.04
H  -0.92249  4.87550  -0.53886  0.09
H  -2.32312  5.29648  0.43273  0.10
H  0.22746  4.32401  2.96614  0.09
H  -0.89817  5.59110  2.46216  0.10
H  0.51573  5.22073  1.46752  0.09
H  4.29894  0.01546  1.25158  0.06
H  3.24435  -1.40243  1.16870  0.06
H  4.07355  -0.98765  2.66447  0.10
H  3.56617  2.03744  2.74070  0.08
H  3.49899  0.84930  4.04691  0.10
H  2.10580  1.88699  3.72739  0.09
H  1.03689  -1.46329  2.45990  0.05
H  0.71284  -0.20941  3.67184  0.08
H  2.12455  -1.23136  3.83626  0.10
H  4.59922  1.75776  0.74522  0.06
H  4.00450  3.35779  0.30709  0.10
H  5.10144  2.49360  -0.77062  0.10
H  3.47632  -0.38641  -0.63075  0.05
H  4.32039  0.40973  -1.96141  0.10
H  2.59153  0.04818  -2.07317  0.07
H  2.78553  3.74074  -1.76608  0.09
H  1.91951  2.42992  -2.58522  0.04
H  3.66750  2.57791  -2.74698  0.10
C  0.33644  0.70114  -4.12066  -0.33
Se  -0.88411  1.38741  -2.77526  0.98
C  -2.19652  -0.05059  -2.96704  -0.50
C  -3.40283  0.17720  -2.08375  -0.48
Se  -2.85780  1.04061  -0.42015  0.97
C  -4.28832  0.38493  0.71556  -0.32
H  0.66927  -0.28911  -3.83072  0.02
H  1.17730  1.38223  -4.20247  0.02
H  -0.20759  0.68531  -5.06221  0.04
H  -1.67670  -0.95893  -2.67796  0.03
H  -2.47693  -0.08955  -4.01886  0.08
H  -3.86059  -0.77579  -1.82434  0.07
H  -4.13639  0.83476  -2.54462  0.08
H  -4.43778  -0.67484  0.54259  0.01
H  -5.17754  0.95955  0.47081  0.04
H  -4.00811  0.55044  1.75171  0.03
N  -1.62834  -7.44759  -1.85336  0.12
C  -1.10370  -6.20483  -1.60236  -0.31
C  -1.28564  -5.15800  -2.51699  -0.01
C  -0.80744  -3.89657  -2.23843  -0.06
C  -0.12318  -3.66486  -1.05358  -0.32
C  0.08287  -4.69605  -0.14224  -0.05
C  -0.41192  -5.95307  -0.40885  -0.01
S  0.50129  -2.09208  -0.66247  0.62
O  1.83112  -2.26692  -0.15003  -0.29
O  0.38022  -1.20507  -1.82466  -0.43
N  -0.39022  -1.35448  0.48997  -0.26
C  -1.62886  -1.88448  0.81853  -0.78
S  -1.97523  -2.11425  2.50805  1.05
C  -3.41019  -2.95289  2.08335  -0.40
C  -3.52953  -2.99248  0.73439  -0.25
N  -2.52877  -2.37551  0.01985  0.05
H  -1.87816  -7.66953  -2.80151  0.10
H  -1.27397  -8.22310  -1.32059  0.10
H  -1.81044  -5.34782  -3.44504  0.12
H  -0.95676  -3.08852  -2.94100  0.11
H  0.63666  -4.50861  0.76894  0.12
H  -0.25842  -6.75762  0.29926  0.12
H  -4.08516  -3.34645  2.82490  0.07
H  -4.33809  -3.46825  0.19818  0.11